Here is a molecular structure, C28H38AsCrN6O6S3 from the Open Molecules 2025 dataset. Energies are from ωB97M-V/def2-TZVPD.

```
83
Properties=species:S:1:pos:R:3:forces:R:3:lowdin_charge:R:1
Cr -2.536 0.374 -0.835 0.70 -0.22 -0.36 0.373
C -4.060 2.837 2.281 0.00 -0.01 -0.02 -0.018
C -3.832 1.913 1.126 0.05 -0.03 -0.05 -0.313
N -2.626 1.605 0.657 0.07 0.18 0.26 -0.179
O -1.520 2.132 1.368 -0.04 0.01 -0.03 -0.079
C -4.866 1.293 0.410 0.06 -0.03 -0.01 -0.307
C -6.327 1.455 0.668 0.02 0.01 -0.01 -0.037
N -4.397 0.497 -0.574 -0.54 -0.05 -0.16 -0.318
O -5.188 -0.161 -1.367 -0.07 0.00 0.04 -0.201
H -3.129 3.306 2.590 0.00 0.01 0.01 0.066
H -4.481 2.298 3.134 0.00 0.00 0.01 0.083
H -4.772 3.618 2.007 -0.01 0.00 0.01 0.080
H -0.779 1.852 0.809 -0.01 0.00 0.02 0.044
H -6.594 1.157 1.686 -0.01 0.01 0.00 0.075
H -6.864 0.819 -0.033 0.00 0.00 0.00 0.065
H -6.659 2.487 0.524 -0.01 0.00 0.01 0.074
O -0.463 0.579 -1.169 -0.17 0.03 0.11 -0.270
N -0.097 1.100 -2.342 0.06 -0.05 0.00 -0.192
C 1.157 0.819 -2.767 0.00 -0.02 -0.03 -0.062
C 1.664 1.351 -3.917 -0.01 0.02 -0.01 -0.064
C 0.846 2.203 -4.670 0.01 -0.01 0.01 -0.072
C -0.432 2.450 -4.248 -0.01 -0.02 0.01 -0.086
C -0.952 1.878 -3.066 -0.02 0.03 -0.01 -0.648
S -2.547 2.106 -2.525 0.02 -0.04 0.07 0.778
H 1.698 0.147 -2.120 -0.02 0.01 0.03 0.104
H 2.669 1.100 -4.221 0.00 0.00 -0.01 0.105
H 1.215 2.650 -5.584 -0.01 0.00 -0.01 0.106
H -1.103 3.079 -4.815 0.01 0.02 0.00 0.104
S -2.627 -1.632 0.687 0.05 0.08 -0.09 0.816
C -1.319 -1.666 1.791 0.07 -0.04 0.02 -0.730
N -1.159 -0.675 2.679 -0.19 0.00 0.11 0.028
C -0.358 -0.749 3.893 0.08 0.00 -0.08 -0.178
C 0.108 -2.178 4.125 0.01 -0.01 0.00 -0.156
C 0.594 -2.760 2.808 -0.03 0.01 -0.05 -0.162
N -0.499 -2.706 1.854 0.15 0.12 -0.07 0.058
H -1.799 0.098 2.570 0.04 -0.03 -0.06 0.105
H -0.972 -0.402 4.726 0.02 0.01 0.01 0.119
H 0.501 -0.077 3.809 0.05 0.03 -0.03 0.089
H -0.722 -2.784 4.496 0.02 -0.02 0.00 0.122
H 0.903 -2.197 4.871 -0.01 0.02 0.01 0.113
H 0.912 -3.796 2.887 -0.04 -0.05 0.00 0.121
H 1.442 -2.176 2.431 0.02 -0.01 0.02 0.095
H -0.529 -3.421 1.134 -0.08 -0.14 0.00 0.103
C 3.313 0.804 2.570 -0.01 0.02 0.01 -0.336
As 2.052 0.542 1.078 0.12 0.02 0.16 1.161
C 3.279 -0.617 0.074 -0.05 0.00 -0.07 -0.308
C 2.354 2.306 0.187 -0.01 -0.02 0.02 -0.335
C 3.772 2.722 -0.014 -0.01 -0.02 -0.02 -0.310
C 4.454 3.466 0.948 -0.01 -0.01 0.01 -0.070
C 5.781 3.825 0.769 0.01 0.00 -0.02 -0.090
C 6.457 3.450 -0.385 -0.01 0.00 0.01 -0.103
C 5.789 2.719 -1.357 0.01 0.02 0.01 -0.087
C 4.463 2.360 -1.171 0.01 0.00 -0.01 -0.063
H 4.302 1.089 2.210 0.00 -0.01 0.01 0.017
H 3.395 -0.135 3.119 -0.03 0.00 -0.01 0.013
H 2.947 1.571 3.253 -0.02 -0.01 -0.01 0.018
H 4.180 -0.084 -0.229 0.01 -0.01 0.02 0.016
H 2.794 -1.058 -0.796 -0.01 0.00 0.01 0.004
H 3.559 -1.436 0.736 -0.01 0.00 0.01 0.024
H 1.823 3.020 0.822 0.00 0.01 -0.02 0.073
H 1.826 2.263 -0.765 -0.06 0.01 0.03 0.046
H 3.931 3.768 1.848 0.00 0.00 0.00 0.110
H 6.289 4.403 1.531 0.00 0.00 0.00 0.099
H 7.492 3.732 -0.528 0.00 0.00 0.00 0.096
H 6.303 2.433 -2.266 0.00 -0.02 0.00 0.100
H 3.945 1.796 -1.939 -0.01 0.01 0.00 0.096
N -2.696 -1.077 -2.521 -0.11 0.00 0.10 0.027
C -2.095 -2.362 -2.300 -0.01 0.00 -0.09 -0.353
C -2.872 -3.480 -2.049 -0.01 0.03 0.01 -0.057
C -2.282 -4.632 -1.541 0.06 0.02 0.05 -0.054
C -0.919 -4.664 -1.294 -0.06 0.00 0.06 -0.278
C -0.131 -3.577 -1.656 0.02 -0.06 -0.06 -0.065
C -0.713 -2.437 -2.173 0.02 0.00 0.02 -0.045
S -0.167 -5.993 -0.352 -0.14 -0.03 -0.03 0.409
O 0.588 -6.790 -1.301 0.06 0.04 0.02 -0.357
O 0.674 -5.250 0.597 0.01 0.16 0.13 -0.388
O -1.282 -6.676 0.280 0.03 -0.03 -0.05 -0.362
H -3.721 -1.105 -2.528 -0.03 0.03 0.02 0.077
H -2.375 -0.642 -3.378 -0.02 0.04 0.01 0.091
H -3.949 -3.413 -2.149 -0.01 -0.01 0.00 0.117
H -2.882 -5.485 -1.255 -0.01 0.00 0.01 0.111
H 0.934 -3.619 -1.464 0.01 0.01 -0.03 0.113
H -0.114 -1.561 -2.377 0.01 0.02 0.01 0.086
```
Forces are in eV/Å.

lowest unoccupied orbital energy (alpha / beta)	2.037 / 2.036	eV
molecular weight	777.8	g mol⁻¹
⟨S²⟩	2.463
calculated total energy	-6344.60099	hartree
multiplicity	3
HOMO energy (alpha / beta)	-4.51 / -3.34	eV
charge	-1
ΔE to the lowest compared entry with this formula, charge and spin	0.2469	eV

Here is 2 unconnected molecules or ions with the total composition C7H13FN2 in a non-equilibrium geometry from the Open Molecules 2025 dataset. Energies are from ωB97M-V/def2-TZVPD.

```
23
Properties=species:S:1:pos:R:3:forces:R:3:lowdin_charge:R:1
C -2.708 0.053 0.115 0.83 0.47 -1.85 -0.265
C 1.912 1.420 -1.277 -0.61 -3.42 -0.02 -0.083
C 0.824 -2.550 0.444 0.19 -1.14 -0.18 -0.078
C 1.415 0.734 0.013 -0.29 -2.54 -1.77 -0.156
C -0.187 -1.431 0.402 -0.47 0.21 1.22 -0.237
C -1.615 1.018 -0.016 -5.99 1.00 2.14 -0.206
C 0.169 -0.177 -0.281 5.44 -1.86 -1.18 -0.315
N -3.623 -0.672 0.163 0.72 0.42 0.28 0.128
N -1.675 1.773 1.165 0.26 -0.20 -0.09 0.083
F 0.146 -0.451 -1.645 -0.62 0.24 0.12 -0.003
H 2.365 0.625 -1.921 -0.37 0.83 0.25 0.094
H 1.035 1.791 -1.759 -0.24 0.66 -0.67 0.059
H 2.636 2.129 -1.069 1.24 1.63 0.36 0.044
H 0.608 -3.220 -0.393 0.48 0.07 -0.09 0.078
H 0.715 -3.193 1.341 0.09 0.57 -0.32 0.083
H 1.851 -2.196 0.383 0.06 -0.08 0.01 0.068
H 0.950 1.466 0.555 -0.33 2.06 2.38 0.048
H 2.239 0.169 0.528 -0.88 0.65 -0.11 0.125
H -1.075 -1.752 -0.071 -0.89 -0.70 -1.07 0.082
H -0.615 -1.348 1.388 0.27 1.00 0.81 0.115
H -1.385 1.562 -0.927 0.22 -0.56 0.00 0.130
H -1.560 2.765 1.047 0.09 0.20 0.27 0.093
H -2.423 1.487 1.817 0.79 0.46 -0.49 0.113
```
Forces are in eV/Å.

lowest unoccupied orbital energy (alpha / beta)	0.613 / -1.564	eV
molecular weight	144.2	g mol⁻¹
⟨S²⟩	2.011
calculated total energy	-483.68157	hartree
multiplicity	3
HOMO energy (alpha / beta)	-5.40 / -10.79	eV
charge	0
ΔE to the lowest compared entry with this formula, charge and spin	0.2958	eV

Here is C5H8O in the gas phase in a non-equilibrium geometry from the Open Molecules 2025 dataset. Energies are from ωB97M-V/def2-TZVPD.

```
14
Properties=species:S:1:pos:R:3:forces:R:3:lowdin_charge:R:1
C -1.712 0.767 2.317 -0.09 0.08 0.29 -0.012
C -0.884 0.347 1.400 -0.57 1.36 -0.52 -0.191
C -0.286 -0.240 0.400 0.09 -0.18 1.54 -0.092
C 0.769 0.379 -0.532 0.06 -0.04 0.06 -0.167
C 1.269 -0.533 -1.658 0.28 0.10 0.31 -0.295
O 0.193 -1.082 -2.381 -0.28 -0.16 0.19 -0.073
H -0.430 -1.070 1.258 1.00 -0.73 -2.41 0.178
H -1.597 0.511 3.359 0.27 0.52 0.14 0.054
H -2.564 1.346 1.990 -0.32 -0.33 0.09 0.059
H 0.256 1.226 -1.016 -0.01 -0.27 0.27 0.124
H 1.615 0.819 0.012 -0.10 -0.24 0.03 0.114
H 1.873 0.032 -2.382 -0.16 -0.02 0.31 0.119
H 1.918 -1.318 -1.242 -0.12 0.00 -0.04 0.113
H -0.453 -1.348 -1.710 -0.05 -0.08 -0.27 0.070
```
Forces are in eV/Å.

lowest unoccupied orbital energy	0.830	eV
molecular weight	84.1	g mol⁻¹
calculated total energy	-270.40581	hartree
SMILES	C=C=CCCO
HOMO energy	-8.61	eV
charge	0
ΔE to the lowest compared entry with this formula, charge and spin	4.1384	eV

Here is a molecular structure, C21H30CoN2Si in a non-equilibrium geometry from the Open Molecules 2025 dataset. Energies are from ωB97M-V/def2-TZVPD.

```
55
Properties=species:S:1:pos:R:3:forces:R:3:lowdin_charge:R:1
C 0.471 2.338 1.965 -0.37 0.54 0.80 -0.072
C -0.457 2.017 0.929 -1.72 -0.36 0.05 -0.175
C -1.621 1.396 1.554 0.67 1.66 -0.77 -0.209
H -0.443 2.388 -0.096 0.05 -0.18 0.40 0.119
C -1.382 1.423 2.975 0.12 0.93 0.04 -0.085
C -0.122 2.014 3.206 0.12 0.11 0.03 -0.108
H 0.287 2.275 4.185 -0.07 -0.33 -0.40 0.118
H 1.412 2.870 1.817 -0.27 -0.29 0.09 0.124
H -2.575 1.253 1.050 0.27 0.08 0.24 0.111
H -2.131 1.190 3.735 0.40 -0.10 -0.25 0.123
Co -0.339 -0.128 1.130 0.44 0.67 0.98 0.442
C -1.138 -2.340 -1.265 0.68 0.28 -1.15 -0.187
H -2.232 -2.253 -1.190 0.40 0.09 0.03 0.039
H -0.759 -2.958 -0.450 0.05 -0.03 -0.02 0.019
H -0.889 -2.813 -2.226 -0.23 -0.34 0.23 0.031
Si -0.343 -0.585 -1.376 -0.95 -0.82 -0.82 0.555
C 1.369 -0.670 -2.160 -0.18 -0.23 -0.17 -0.293
C 2.107 0.522 -2.255 0.56 -0.29 0.06 -0.123
H 1.632 1.485 -2.037 0.20 -0.31 0.06 0.102
C 3.460 0.487 -2.608 -0.35 0.06 -0.04 -0.076
H 4.025 1.416 -2.643 -0.05 -0.20 -0.06 0.107
C 4.073 -0.731 -2.911 -0.33 -0.18 0.11 -0.076
H 5.130 -0.759 -3.174 -0.27 -0.02 0.05 0.109
C 3.322 -1.910 -2.875 0.01 0.00 -0.05 -0.075
H 3.792 -2.861 -3.126 -0.08 0.23 0.03 0.107
C 1.970 -1.885 -2.510 0.41 0.36 0.05 -0.093
H 1.381 -2.804 -2.487 0.29 0.19 0.02 0.095
C -1.491 0.600 -2.252 0.01 -0.31 0.13 -0.272
C -1.020 1.419 -3.285 -0.47 0.36 0.16 -0.087
H -0.022 1.249 -3.694 -0.34 0.17 0.07 0.096
C -1.826 2.460 -3.764 -0.09 -0.19 0.09 -0.067
H -1.445 3.112 -4.548 -0.15 -0.12 0.14 0.108
C -3.109 2.663 -3.234 0.37 -0.24 0.09 -0.072
H -3.726 3.484 -3.597 0.15 -0.20 0.08 0.108
C -3.595 1.805 -2.242 -0.01 -0.21 0.05 -0.076
H -4.599 1.944 -1.830 0.32 -0.01 -0.24 0.109
C -2.798 0.760 -1.763 -0.02 0.59 -0.35 -0.117
H -3.192 0.077 -1.003 0.13 0.28 -0.22 0.093
H -1.315 -0.643 0.113 -1.25 -0.28 -0.72 -0.008
H 0.268 0.454 -0.396 0.43 0.14 0.33 0.012
N -1.149 -1.453 2.440 -0.52 -0.82 0.80 -0.022
C -0.577 -1.523 3.828 -0.53 -0.41 -0.14 -0.199
C 0.881 -1.108 3.907 0.25 0.20 0.30 -0.183
C 1.749 -1.541 2.734 0.42 0.44 -0.06 -0.185
N 1.542 -0.646 1.549 1.04 -0.36 0.06 -0.010
H -1.126 -2.379 2.006 0.10 0.19 0.11 0.106
H -2.149 -1.241 2.495 0.33 -0.07 0.02 0.114
H -1.184 -0.869 4.461 0.15 -0.17 -0.05 0.111
H -0.702 -2.549 4.193 0.04 0.21 0.01 0.125
H 0.946 -0.019 4.047 0.11 -0.37 -0.19 0.090
H 1.296 -1.548 4.818 -0.03 0.02 -0.07 0.126
H 2.809 -1.487 3.021 -0.32 -0.17 -0.04 0.127
H 1.537 -2.571 2.440 -0.02 0.05 -0.07 0.125
H 2.042 0.236 1.686 -0.04 -0.31 0.05 0.111
H 1.957 -1.062 0.712 0.13 0.05 0.14 0.104
```
Forces are in eV/Å.

lowest unoccupied orbital energy (alpha / beta)	-2.397 / -4.759	eV
molecular weight	397.5	g mol⁻¹
⟨S²⟩	6.037
calculated total energy	-2599.63385	hartree
multiplicity	5
HOMO energy (alpha / beta)	-10.45 / -11.66	eV
charge	+1
ΔE to the lowest compared entry with this formula, charge and spin	0.0000	eV